Version P
C3H9N5 as an isolated structure. Source: OMol25; level of theory: ωB97M-V with the def2-TZVPD basis set.

For the LUMO energy, the calculation gives 0.6737 eV. The value obtained for the highest occupied orbital energy is -8.993 eV.

Geometry as ORCA input:
```
! wB97M-V def2-TZVPD RIJCOSX def2/J DEFGRID3
* xyz 0 1
N -0.54448 -2.48663 1.55629
N -0.77147 0.77936 0.72724
H 0.04158 -2.64144 -1.12737
H -1.01457 0.57999 -0.23398
N -0.11427 1.99817 0.48583
H 0.92387 0.99745 -2.26336
H 1.21286 -0.21826 0.21879
C 0.34373 2.07283 -0.80954
H -1.27172 -3.37466 1.22148
N 0.47493 0.94779 -1.43466
H 0.32705 -1.26893 -1.17242
C 0.29711 -0.15673 1.02335
H 0.74191 3.03124 -0.95240
N -0.61380 -1.81803 -0.70677
H 0.89789 0.15460 2.18854
H -0.72113 2.99017 0.60041
C -0.20951 -1.58693 0.67857
*
```

Version Q
One molecule with the formula C3H9N5. Source: OMol25; level of theory: ωB97M-V with the def2-TZVPD basis set.

For the LUMO energy, the calculation gives 1.0066 eV. Its structure (SMILES) is CN(C)N1N=NCN1. The value obtained for the highest occupied orbital energy is -8.694 eV.

Geometry as ORCA input:
```
! wB97M-V def2-TZVPD RIJCOSX def2/J DEFGRID3
* xyz 0 1
H 0.82189 -1.67444 -0.71710
C -1.35540 0.26832 -1.28287
H 3.18689 -1.31972 -0.50794
H -0.44515 0.71321 -1.80880
H -1.52562 1.65927 0.77295
N 1.13988 1.07184 0.18923
C 2.49550 -0.77333 0.21651
N 2.27293 0.71373 0.09511
H -2.12761 0.90765 -1.38349
H 2.78428 -0.93119 1.22947
H -1.60198 -0.56334 -2.07011
N -1.08434 -0.18027 0.09020
N 0.26397 -0.14150 0.52147
C -1.74604 0.68213 1.10493
H -2.87951 0.35854 1.26908
N 1.14169 -1.32517 0.18008
H -1.34137 0.53425 2.10129
*
```

Which is most stable? The ranking, best first, is version Q, version P.

Version P
C3H9N5 as an isolated structure. Source: OMol25; level of theory: ωB97M-V with the def2-TZVPD basis set.

For the LUMO energy, the calculation gives 0.7384 eV. The value obtained for the highest occupied orbital energy is -6.903 eV.

Geometry as ORCA input:
```
! wB97M-V def2-TZVPD RIJCOSX def2/J DEFGRID3
* xyz 0 1
H -1.43167 -2.04064 1.58782
C -0.40355 -0.33484 0.88735
H -2.32205 1.49094 0.05483
N -0.56040 0.76524 -0.25747
H -1.16756 2.56635 0.39708
H -0.45743 0.80055 -2.26971
C -1.00680 -1.54030 0.73090
N 2.14625 -1.10169 -0.07148
H -0.46004 0.18462 1.83623
N -0.13264 0.17458 -1.53241
N -1.43719 1.86759 -0.29036
H 2.91541 -1.25760 0.57048
H 1.55412 -1.93356 0.03434
C 0.90751 0.78004 -0.69454
N 1.39791 0.01508 0.34604
H -0.96880 -2.07260 -0.20921
H 1.42692 1.63625 -1.11988
*
```

Version Q
C3H9N5 as an isolated structure. Source: OMol25; level of theory: ωB97M-V with the def2-TZVPD basis set.

For the LUMO energy, the calculation gives 0.5180 eV. The value obtained for the highest occupied orbital energy is -9.084 eV.

Geometry as ORCA input:
```
! wB97M-V def2-TZVPD RIJCOSX def2/J DEFGRID3
* xyz 0 1
H 1.72477 -0.22732 -1.31253
H -2.23498 -1.22894 1.06738
H 2.20901 -1.99632 0.84606
H -3.68572 -0.08616 -0.01183
C 1.64925 -1.20379 0.15812
H -2.30239 -1.35286 -1.19226
H 0.06162 2.06643 -1.22892
H -0.31823 -1.56404 0.57912
C -0.35738 0.38167 -0.11815
H 2.09450 1.00374 1.07747
N 0.40524 -0.75828 0.46269
N 0.51359 1.35587 -0.63441
H 0.58247 2.58537 1.20512
N -1.58581 0.51940 -0.38955
N 1.36015 1.88857 0.42491
N 2.38084 -0.86304 -0.85750
C -2.49692 -0.52030 -0.07572
*
```

Which is most stable? The ranking, best first, is version Q, version P.

Version P
One molecule with the formula C3H9N5. Source: OMol25; level of theory: ωB97M-V with the def2-TZVPD basis set.

For the LUMO energy, the calculation gives 1.1681 eV. Its structure (SMILES) is C[C@@]12N(N)N1C2(N)N. The value obtained for the highest occupied orbital energy is -8.770 eV.

Geometry as ORCA input:
```
! wB97M-V def2-TZVPD RIJCOSX def2/J DEFGRID3
* xyz 0 1
H -1.21550 2.08043 1.67231
H 0.32483 -2.50403 0.05424
C 0.21558 -0.39220 -0.03179
H -2.49686 1.02251 -0.71343
H 3.14047 0.89182 -0.31803
N 1.33747 0.41352 0.27693
C -0.84727 0.56275 0.39453
H -0.85261 -1.85077 -1.10706
H -2.73846 -0.11156 0.62423
N 2.50111 0.10794 -0.37238
N -0.83653 1.13884 1.70081
N 0.11542 0.93682 -0.63461
N -2.15812 0.29195 -0.10045
H 0.10936 1.17874 2.06219
C 0.14186 -1.72492 -0.68550
H 2.38975 -0.21955 -1.33114
H 0.86948 -1.82231 -1.49086
*
```

Version Q
C3H9N5 as an isolated structure. Source: OMol25; level of theory: ωB97M-V with the def2-TZVPD basis set.

For the LUMO energy (spin up / spin down), the calculation gives 0.0774 / -0.2268 eV. The value obtained for the highest occupied orbital energy (spin up / spin down) is -8.482 / -7.330 eV.

Geometry as ORCA input:
```
! wB97M-V def2-TZVPD RIJCOSX def2/J DEFGRID3
* xyz 0 1
H -0.93917 -1.39237 -1.11914
N 1.86208 1.24115 1.25411
H 1.69867 -0.84421 -1.16487
N -0.17697 -0.49006 0.50338
H -1.86753 -0.40073 0.96784
C -2.77882 0.15365 0.39178
N 2.19124 -0.07170 -0.72717
H -3.78762 -0.06588 0.75749
N -2.46526 0.88592 -0.53636
H -0.42443 1.61552 0.45499
H -0.22747 -2.40168 0.02358
N -0.18358 -1.50514 -0.44285
H 3.15959 -0.26720 -0.51884
C -0.20236 0.76390 -0.16107
C 1.48737 0.54398 0.27474
H -0.21278 0.83600 -1.24210
H 2.86704 1.39884 1.28451
*
```

Which is most stable? The ranking, best first, is version P, version Q.

Version P
C8H10N3O2S2 as an isolated structure. Source: OMol25; level of theory: ωB97M-V with the def2-TZVPD basis set.

For the LUMO energy, the calculation gives 2.9874 eV. The value obtained for the highest occupied orbital energy is -3.854 eV.

Geometry as ORCA input:
```
! wB97M-V def2-TZVPD RIJCOSX def2/J DEFGRID3
* xyz -1 1
N -1.15859 0.18888 -0.27165
S 2.97518 -2.68730 0.07017
O -0.06448 3.57150 -0.16314
H -0.97061 -1.87079 -2.15408
C -0.53176 -0.63846 1.94767
H -2.58709 0.53453 0.89001
H 2.06376 -2.58944 3.03271
H -0.58026 0.86477 -0.78801
C 1.60532 -2.04124 0.88039
H -1.27508 -0.05587 2.39720
H -0.26978 -0.05416 -2.35315
N -2.08507 1.04817 0.22138
O 0.16015 2.10465 -2.18521
S 0.81914 2.81284 -1.05767
C 0.62570 -1.40103 -0.04266
C -0.14205 -1.10621 -2.37362
C -0.37365 -0.60700 0.52761
C 1.44533 -1.96057 2.24993
C 2.06586 -1.71156 -1.94925
H 0.29624 -1.41215 -3.27233
H -1.64056 1.78064 0.80002
C 0.32389 -1.28740 2.76885
H 0.25786 -1.38605 3.83608
H 1.53078 1.14146 -0.31462
N 0.87200 -1.44441 -1.36706
*
```

Version Q
An isolated ion of composition C8H10N3O2S2 and charge -1. Source: OMol25; level of theory: ωB97M-V with the def2-TZVPD basis set.

For the LUMO energy, the calculation gives 3.4646 eV. Its structure (SMILES) is C/C(=N/c1ccccc1[S-])S(=O)(=O)NN. The value obtained for the highest occupied orbital energy is -3.417 eV.

Geometry as ORCA input:
```
! wB97M-V def2-TZVPD RIJCOSX def2/J DEFGRID3
* xyz -1 1
N 1.70145 -1.87884 0.17800
C -1.13730 -1.45733 -0.68400
H 2.05605 -1.60714 1.96009
C 0.44343 0.98399 -0.71001
H 1.65108 -1.47084 -0.70707
H -1.81846 -3.30216 -1.53969
O -0.08029 -3.67933 0.05568
H 1.58157 2.62576 -1.43304
N -1.49716 -0.30730 -0.27225
C -0.68434 0.64421 0.16786
C -1.87120 -2.25685 -1.70703
S 0.84090 -0.08991 -1.94121
S 0.08924 -2.33832 0.43754
C -0.35074 2.60166 1.37361
H -2.80195 -1.74811 -1.68120
H -0.64149 3.17996 2.22916
N 2.08107 -0.96789 1.19725
C 0.90893 2.31057 -0.61585
H 1.04747 4.11462 0.52257
H 1.21017 -0.43407 1.44717
O -0.26325 -1.97814 1.78815
H -1.24453 -1.95799 -2.59832
H -1.61495 1.13410 1.97876
C -0.99630 1.44800 1.17628
C 0.53203 3.15818 0.43883
*
```

Which is most stable? The ranking, best first, is version Q, version P.